{"formula": "C9H21CeI2O3P2", "method": "ωB97M-V/def2-TZVPD", "symbols": ["I", "I", "Ce", "P", "C", "C", "H", "H", "H", "H", "H", "H", "C", "H", "H", "H", "P", "C", "C", "H", "H", "H", "C", "H", "H", "H", "H", "H", "H", "C", "O", "C", "C", "O", "O", "H", "H", "H"], "xyz": [[-0.00391, -1.08520, -3.73572], [-0.01571, 3.46550, -1.56731], [0.00472, 0.83782, -0.53895], [-2.66031, 0.00044, -0.57712], [-3.56461, -0.30509, -2.14340], [-2.97960, -1.54157, 0.37607], [-4.01341, -1.43959, 0.76058], [-4.52813, 0.93414, 0.73901], [-2.29421, -1.73771, 1.23755], [-2.99265, 1.76342, 1.16780], [-3.23151, -1.28182, -2.51313], [-2.88343, -2.38234, -0.33505], [-3.57737, 1.31904, 0.32810], [-4.65457, -0.27799, -2.07434], [-3.78672, 2.13142, -0.39634], [-3.25329, 0.43874, -2.88874], [2.66515, -0.01322, -0.56845], [3.57409, -0.32395, -2.13102], [3.58600, 1.29798, 0.34341], [2.27720, -1.75160, 1.24197], [4.00112, -1.46491, 0.77404], [2.86953, -2.39792, -0.32870], [2.96852, -1.55888, 0.38429], [3.00028, 1.74340, 1.18159], [4.53308, 0.90762, 0.75732], [4.66385, -0.30345, -2.05786], [3.27040, 0.42198, -2.87732], [3.80250, 2.11077, -0.37824], [3.23655, -1.29859, -2.50238], [0.00275, -1.56737, -1.45118], [0.00040, -2.76887, -1.35039], [-0.00352, 0.86350, 3.69282], [-0.00088, 0.97402, 2.22642], [0.00364, 2.07128, 1.61804], [-0.00318, -0.15371, 1.56303], [-0.00177, 1.84254, 4.17782], [0.89565, 0.26287, 3.92442], [-0.90663, 0.26734, 3.92136]], "atomic_forces_ev_per_a": [[0.004, 0.590, -0.437], [0.001, -0.388, -0.156], [-0.017, 1.939, 1.904], [-1.611, -0.743, 0.331], [0.596, 0.278, -0.312], [0.245, -0.114, 0.338], [0.480, -0.382, -0.267], [0.426, 0.050, -0.299], [-0.479, 0.421, -0.734], [-0.313, -0.386, -0.581], [-0.204, 0.112, 0.044], [-0.255, 0.274, 0.441], [0.286, 0.616, 0.021], [0.145, -0.068, 0.315], [0.040, -0.360, 0.429], [-0.137, -0.091, 0.158], [1.610, -0.766, 0.337], [-0.594, 0.284, -0.314], [-0.283, 0.616, 0.015], [0.489, 0.420, -0.733], [-0.482, -0.379, -0.269], [0.257, 0.275, 0.445], [-0.250, -0.116, 0.336], [0.310, -0.384, -0.575], [-0.422, 0.050, -0.300], [-0.144, -0.068, 0.315], [0.135, -0.091, 0.156], [-0.041, -0.356, 0.426], [0.203, 0.113, 0.046], [-0.017, -7.048, 0.637], [0.014, 5.959, -0.144], [-0.006, -0.308, 0.059], [0.001, -0.107, 0.441], [0.003, -0.803, -1.260], [0.005, 0.789, -1.437], [-0.001, -0.323, -0.034], [-0.496, 0.246, 0.329], [0.500, 0.246, 0.331]], "charge": 2, "homo_energy_ev": [-16.0, -16.0], "spin_multiplicity": 2, "fmax_ha_per_bohr": 0.138, "lumo_ev": [-9.09, -10.48], "orbital_gap_ev": [6.920, 5.529]}